[1]
The following is a DFT calculation (ωB97M-V with the def2-TZVPD basis set) of 2 unconnected molecules or ions with the total composition C10H16O.

XYZ file:
```
27
Properties=species:S:1:pos:R:3:lowdin_charge:R:1
C 1.355 -0.761 2.167 -0.06
C 0.911 -1.234 0.798 -0.31
C 1.664 -0.824 -0.281 -0.05
C 1.332 -1.289 -1.575 -0.01
C 0.427 -2.338 -1.650 -0.31
O 0.142 -2.843 -2.896 0.04
C -0.407 -2.680 -0.547 -0.02
C -0.164 -2.089 0.691 -0.05
H 1.020 -1.267 3.068 0.07
H 0.923 0.265 2.269 0.08
H 2.422 -0.550 2.227 0.07
H 2.364 -0.009 -0.214 0.11
H 1.738 -0.766 -2.413 0.11
H -0.689 -3.311 -2.795 0.09
H -0.932 -3.624 -0.664 0.11
H -0.752 -2.312 1.575 0.12
C -0.159 3.023 0.674 -0.12
C -1.422 2.148 0.484 -0.32
C -1.612 1.826 -1.006 -0.12
H -0.283 3.510 1.667 0.07
H 0.707 2.377 0.561 0.05
H -0.156 3.880 -0.016 0.07
H -2.288 2.699 0.835 0.09
H -1.365 1.224 1.072 0.09
H -0.680 1.338 -1.358 0.06
H -1.853 2.667 -1.638 0.07
H -2.245 0.940 -1.033 0.06
```

Output
E_tot, Eh: -465.841049
Structure (SMILES): Cc1ccc(O)cc1.CCC
LUMO energy, eV: 0.9
Highest occupied orbital energy, eV: -8.4
2S+1: 1
Frontier orbital gap, eV: 9.2

[2]
The following is a DFT calculation (ωB97M-V with the def2-TZVPD basis set) of 2 unconnected molecules or ions with the total composition C10H16O.

XYZ file:
```
27
Properties=species:S:1:pos:R:3:lowdin_charge:R:1
C -1.020 -3.049 -0.257 -0.06
C -1.189 -1.552 -0.195 -0.29
C -1.029 -0.890 1.004 -0.05
C -1.057 0.509 1.051 -0.03
C -1.219 1.249 -0.104 -0.36
O -1.156 2.591 -0.270 0.06
C -1.785 0.577 -1.213 -0.01
C -1.675 -0.790 -1.276 -0.05
H -1.734 -3.500 0.434 0.08
H -0.030 -3.442 -0.021 0.07
H -1.184 -3.407 -1.276 0.07
H -0.834 -1.494 1.880 0.11
H -1.018 1.142 1.938 0.12
H -0.910 3.062 0.503 0.09
H -2.274 1.181 -1.965 0.12
H -2.020 -1.378 -2.120 0.11
C 3.157 -0.825 0.420 -0.11
C 2.982 0.644 0.869 -0.31
C 2.320 1.496 -0.201 -0.13
H 2.589 -0.939 -0.510 0.06
H 2.920 -1.521 1.212 0.06
H 4.147 -0.958 -0.032 0.07
H 2.293 0.631 1.727 0.09
H 3.895 1.093 1.255 0.09
H 2.929 1.485 -1.112 0.08
H 1.322 1.202 -0.514 0.05
H 2.204 2.519 0.177 0.07
```

Output
E_tot, Eh: -465.845791
Structure (SMILES): Cc1ccc(O)cc1.CCC
LUMO energy, eV: 0.8
Highest occupied orbital energy, eV: -8.3
2S+1: 1
Frontier orbital gap, eV: 9.2

Repeat the second record exactly.
The following is a DFT calculation (ωB97M-V with the def2-TZVPD basis set) of 2 unconnected molecules or ions with the total composition C10H16O.

XYZ file:
```
27
Properties=species:S:1:pos:R:3:lowdin_charge:R:1
C -1.020 -3.049 -0.257 -0.06
C -1.189 -1.552 -0.195 -0.29
C -1.029 -0.890 1.004 -0.05
C -1.057 0.509 1.051 -0.03
C -1.219 1.249 -0.104 -0.36
O -1.156 2.591 -0.270 0.06
C -1.785 0.577 -1.213 -0.01
C -1.675 -0.790 -1.276 -0.05
H -1.734 -3.500 0.434 0.08
H -0.030 -3.442 -0.021 0.07
H -1.184 -3.407 -1.276 0.07
H -0.834 -1.494 1.880 0.11
H -1.018 1.142 1.938 0.12
H -0.910 3.062 0.503 0.09
H -2.274 1.181 -1.965 0.12
H -2.020 -1.378 -2.120 0.11
C 3.157 -0.825 0.420 -0.11
C 2.982 0.644 0.869 -0.31
C 2.320 1.496 -0.201 -0.13
H 2.589 -0.939 -0.510 0.06
H 2.920 -1.521 1.212 0.06
H 4.147 -0.958 -0.032 0.07
H 2.293 0.631 1.727 0.09
H 3.895 1.093 1.255 0.09
H 2.929 1.485 -1.112 0.08
H 1.322 1.202 -0.514 0.05
H 2.204 2.519 0.177 0.07
```

Output
E_tot, Eh: -465.845791
Structure (SMILES): Cc1ccc(O)cc1.CCC
LUMO energy, eV: 0.8
Highest occupied orbital energy, eV: -8.3
2S+1: 1
Frontier orbital gap, eV: 9.2